The following is a DFT calculation (ωB97M-V with the def2-TZVPD basis set) of a 10-piece molecular cluster, C20H60O20 overall at a distorted geometry.

As for the spin multiplicity: 2. As for the net charge: +1. Its total energy is -62644.2274 eV. As for the expectation value of S²: 0.756.

CARTESIAN COORDINATES (ANGSTROEM)
C (0.93057, -5.29955, -2.98271)
C (1.50681, -4.20105, -2.12381)
O (1.34755, -2.99852, -2.75674)
O (1.69260, -5.45689, -4.08168)
H (-0.07721, -4.98516, -3.25407)
H (1.05095, -6.25227, -2.46702)
H (2.55669, -4.43298, -1.94477)
H (1.04011, -4.19718, -1.13878)
H (0.40622, -3.02638, -2.94308)
H (1.77276, -4.55111, -4.38948)
C (2.34194, 6.10573, -0.90371)
C (1.38554, 5.11188, -0.40825)
O (1.73583, 3.79069, -0.68679)
O (3.54479, 6.33482, -0.14137)
H (1.80790, 7.04524, -0.76149)
H (2.59585, 5.78361, -1.91359)
H (0.42544, 5.44601, -0.80155)
H (1.25580, 5.21984, 0.66860)
H (2.62642, 3.59374, -0.38737)
H (3.35921, 6.85651, 0.64286)
C (1.34825, -3.80455, 2.53297)
C (-0.15687, -3.50116, 2.16644)
O (-0.76257, -4.36276, 1.10317)
O (1.79961, -3.03695, 3.64059)
H (2.02799, -3.51581, 1.73129)
H (1.56792, -4.83302, 2.81946)
H (-0.16596, -2.42782, 1.97678)
H (-0.72129, -3.81293, 3.04527)
H (-1.67069, -4.52056, 1.37154)
H (1.06886, -2.87133, 4.24074)
C (-0.44982, -2.65088, 6.47045)
C (0.22923, -1.32840, 5.82584)
O (-0.15271, -1.24529, 4.44061)
O (0.01420, -3.84685, 5.81652)
H (-1.52268, -2.70272, 6.65586)
H (-0.12349, -2.51046, 7.50093)
H (1.31205, -1.42605, 5.90368)
H (0.01921, -0.41613, 6.38420)
H (0.25288, -0.51420, 3.96878)
H (-0.14114, -4.59948, 6.39186)
C (5.83601, 3.20535, -0.82809)
C (6.25518, 1.85147, -0.32441)
O (5.00311, 1.17560, -0.35446)
O (5.21925, 4.04776, 0.10149)
H (5.22353, 3.43543, -1.69990)
H (6.71581, 3.78377, -1.10999)
H (6.58400, 1.76912, 0.71155)
H (6.93363, 1.30511, -0.97961)
H (5.09054, 0.42459, 0.23709)
H (4.83788, 4.84672, -0.26975)
C (-5.03494, 4.50400, -0.59673)
C (-4.32625, 3.15065, -0.55973)
O (-2.92965, 3.28847, -0.75954)
O (-6.37040, 4.21017, -0.49394)
H (-4.78768, 5.22198, -1.37869)
H (-4.87671, 4.97071, 0.37551)
H (-4.71655, 2.70670, -1.47553)
H (-4.77279, 2.52326, 0.21169)
H (-2.49361, 2.44306, -0.63015)
H (-6.71749, 5.09966, -0.39419)
C (0.51094, -0.49524, 0.13182)
C (-0.55858, 0.13072, -0.73891)
O (-0.80430, 1.46995, -0.53797)
O (1.59192, 0.35243, 0.32350)
H (0.69629, -1.54601, -0.09095)
H (0.30321, -0.46634, 1.20145)
H (-1.50858, -0.36346, -0.53551)
H (-0.19204, 0.11081, -1.76525)
H (0.05085, 1.90233, -0.48003)
H (2.36963, -0.01748, -0.10070)
C (-0.63223, 1.88680, 2.71435)
C (-2.04420, 1.38557, 2.68885)
O (-2.70547, 1.78608, 3.85822)
O (0.06190, 1.40320, 3.83737)
H (-0.64824, 2.94540, 2.97358)
H (0.03605, 1.78202, 1.85964)
H (-2.12012, 0.30616, 2.55775)
H (-2.48918, 1.84278, 1.80508)
H (-2.14347, 1.36238, 4.51108)
H (0.82175, 1.96710, 3.99928)
C (-3.71426, -2.48527, -0.93371)
C (-3.00231, -3.01856, -2.18550)
O (-1.57214, -2.75352, -2.07804)
O (-3.40492, -3.18262, 0.27354)
H (-4.78742, -2.67149, -0.97550)
H (-3.48459, -1.46111, -0.63967)
H (-3.40673, -2.52833, -3.07106)
H (-3.18965, -4.09144, -2.22943)
H (-1.48526, -2.75585, -1.12198)
H (-3.38076, -4.10301, 0.00167)
C (-0.67690, -0.59972, -4.86478)
C (-0.14666, -0.16205, -6.23274)
O (-1.08991, 0.60486, -7.07781)
O (-1.50843, -1.72833, -5.02977)
H (-0.97627, 0.23275, -4.22801)
H (0.19047, -0.81661, -4.24131)
H (0.34033, -1.00124, -6.72944)
H (0.60343, 0.61255, -6.07320)
H (-1.75324, 0.14578, -7.59825)
H (-1.90248, -1.90521, -4.17244)

The following is a DFT calculation (ωB97M-V with the def2-TZVPD basis set) of C21H21CuO4SSb as an isolated structure.

As for the spin multiplicity: 1. As for the net charge: -1. Its total energy is -92322.1467 eV.

CARTESIAN COORDINATES (ANGSTROEM)
Cu (2.27354, -1.78107, -0.37165)
O (3.56485, -2.88662, -1.78741)
S (4.22041, -3.09336, -0.44862)
O (5.38824, -3.94758, -0.51197)
O (3.12998, -3.65259, 0.43573)
O (4.50755, -1.72242, 0.08238)
C (2.73114, 1.94262, -1.38442)
C (1.38521, 2.59875, -1.21079)
C (1.22308, 3.94930, -1.51461)
C (-0.00416, 4.57863, -1.37098)
C (-1.10158, 3.86545, -0.91186)
C (-0.95605, 2.52209, -0.60019)
C (0.27231, 1.88507, -0.75093)
Sb (0.43759, -0.16702, -0.20971)
C (-1.19478, -1.03334, -1.28915)
C (-1.83406, -0.33588, -2.30822)
C (-2.82838, -0.93437, -3.07069)
C (-3.18606, -2.24665, -2.81203)
C (-2.53818, -2.95350, -1.80923)
C (-1.52881, -2.37433, -1.04241)
C (-0.80871, -3.20640, -0.01701)
C (-0.53457, 0.00302, 1.68405)
C (-1.89303, -0.25259, 1.82823)
C (-2.51266, -0.13235, 3.06520)
C (-1.76488, 0.24725, 4.16775)
C (-0.40808, 0.50361, 4.02921)
C (0.22723, 0.38748, 2.79579)
C (1.69983, 0.67491, 2.67621)
H (3.46631, 2.65754, -1.75205)
H (2.69044, 1.11048, -2.08986)
H (3.10844, 1.52753, -0.44717)
H (2.07793, 4.51210, -1.87102)
H (-0.10254, 5.62901, -1.61627)
H (-2.06197, 4.35036, -0.79145)
H (-1.80986, 1.96597, -0.22758)
H (-1.56180, 0.69210, -2.51759)
H (-3.31414, -0.37445, -3.86026)
H (-3.96067, -2.72854, -3.39612)
H (-2.80502, -3.98698, -1.62051)
H (-1.31905, -4.15800, 0.13044)
H (-0.74855, -2.70622, 0.95336)
H (0.21600, -3.43106, -0.33081)
H (-2.47642, -0.56067, 0.96659)
H (-3.57113, -0.33931, 3.16253)
H (-2.23407, 0.33999, 5.13954)
H (0.17547, 0.79501, 4.89505)
H (2.12520, 0.94376, 3.64249)
H (1.88470, 1.51053, 1.99328)
H (2.25374, -0.18728, 2.29473)

The following is a DFT calculation (ωB97M-V with the def2-TZVPD basis set) of a single C14H14BrNO3S molecule.

As for the structure (SMILES): COc1ccc(CNC(=O)c2ccc(Br)s2)cc1OC. As for the spin multiplicity: 1. Its total energy is -103254.8106 eV.

CARTESIAN COORDINATES (ANGSTROEM)
C (2.16346, -3.16065, 3.18005)
O (0.94781, -2.48848, 3.42054)
C (0.21458, -1.95229, 2.40562)
C (-1.01013, -1.42934, 2.81143)
C (-1.88459, -0.83704, 1.92158)
C (-1.55132, -0.76831, 0.58053)
C (-2.44091, -0.09451, -0.43176)
N (-1.92510, 1.21624, -0.78425)
C (-1.12267, 1.40358, -1.85510)
O (-0.86374, 0.53294, -2.66584)
C (-0.58992, 2.77041, -2.01639)
C (0.18990, 3.18847, -3.05964)
C (0.56788, 4.54028, -2.97633)
C (0.06615, 5.13700, -1.85903)
Br (0.30794, 6.92243, -1.33301)
S (-0.87622, 4.06056, -0.88958)
C (-0.33115, -1.28308, 0.16035)
C (0.56443, -1.86979, 1.04279)
O (1.77842, -2.36922, 0.64309)
C (2.11614, -2.30648, -0.72125)
H (2.92489, -2.49104, 2.77551)
H (2.03035, -4.00671, 2.50269)
H (2.48187, -3.52486, 4.15697)
H (-1.25220, -1.50276, 3.85970)
H (-2.82516, -0.44173, 2.27441)
H (-3.45428, 0.02409, -0.04173)
H (-2.46904, -0.67268, -1.35871)
H (-1.99731, 1.93864, -0.08443)
H (0.47262, 2.52759, -3.85860)
H (1.17719, 5.05120, -3.69913)
H (-0.08975, -1.20899, -0.88751)
H (3.10512, -2.75716, -0.79381)
H (1.41307, -2.87442, -1.33813)
H (2.16169, -1.27388, -1.08102)

The following is a DFT calculation (ωB97M-V with the def2-TZVPD basis set) of an isolated ion of composition C15H21Cl2N5OPS and charge +1 at a distorted geometry.

As for the structure (SMILES): C/C(Cl)=C(\Cl)n1[nH]c(CCCS)n/c1=[N+](/Cc1ccccc1)P(N)O. As for the spin multiplicity: 1. As for the net charge: +1. Its total energy is -70556.6635 eV.

CARTESIAN COORDINATES (ANGSTROEM)
C (-3.96856, 2.48728, 0.99903)
C (-2.60743, 1.91660, 0.68901)
Cl (-1.30436, 2.38426, 1.72538)
C (-2.36886, 1.09164, -0.33151)
Cl (-3.69952, 0.69477, -1.42248)
N (-1.12964, 0.49336, -0.65577)
N (-0.31982, 1.20208, -1.46984)
C (0.79344, 0.50686, -1.70834)
C (1.94857, 0.88148, -2.55998)
C (1.62051, 1.90321, -3.65819)
C (2.86466, 2.00492, -4.59456)
S (4.18809, 3.05676, -3.92076)
N (0.66897, -0.63690, -1.04599)
C (-0.47810, -0.69067, -0.36375)
N (-0.93411, -1.65550, 0.42204)
C (-2.18836, -1.64649, 1.17810)
C (-2.03417, -0.90197, 2.50394)
C (-0.79907, -0.59994, 3.01542)
C (-0.68598, 0.05487, 4.22572)
C (-1.82582, 0.39851, 4.90913)
C (-3.06402, 0.09940, 4.39698)
C (-3.17651, -0.54596, 3.18984)
P (0.04372, -3.16773, 0.61727)
N (-0.25686, -4.03071, -0.84466)
O (1.63297, -2.77840, 0.65300)
H (-3.96110, 2.71905, 2.07069)
H (-4.72904, 1.71253, 0.87873)
H (-4.19087, 3.39143, 0.42882)
H (-0.54337, 2.12393, -1.82264)
H (2.28988, -0.04257, -3.04175)
H (2.78233, 1.21952, -1.93205)
H (0.78719, 1.59615, -4.30282)
H (1.41212, 2.89987, -3.24998)
H (2.58813, 2.28603, -5.61056)
H (3.27671, 0.98901, -4.64432)
H (4.71064, 2.29558, -2.93253)
H (-2.43638, -2.69732, 1.37927)
H (-3.00981, -1.26513, 0.56078)
H (0.13070, -0.83475, 2.50728)
H (0.29746, 0.29043, 4.62071)
H (-1.69266, 0.88620, 5.87143)
H (-3.94711, 0.37360, 4.96815)
H (-4.16511, -0.78257, 2.80075)
H (-0.73280, -4.87000, -0.51569)
H (-0.96759, -3.55997, -1.40548)
H (1.74200, -1.85399, 0.92056)

The following is a DFT calculation (ωB97M-V with the def2-TZVPD basis set) of a 3-piece molecular cluster, C3H13NO2 overall at a distorted geometry.

As for the structure (SMILES): CCNC.O.O. As for the spin multiplicity: 1. Its total energy is -8906.4714 eV.

CARTESIAN COORDINATES (ANGSTROEM)
C (-0.08822, 1.72376, -0.84006)
C (-1.03922, 0.94033, 0.03849)
N (-1.42123, -0.36438, -0.56403)
C (-2.17023, -1.13181, 0.42781)
H (-0.17675, 2.78094, -0.58965)
H (-0.18450, 1.57499, -1.91680)
H (0.92615, 1.38749, -0.61412)
H (-2.00690, 1.42200, 0.21901)
H (-0.57553, 0.78157, 1.02118)
H (-0.50768, -0.76845, -0.76536)
H (-1.58899, -1.21380, 1.35723)
H (-3.05999, -0.54707, 0.67167)
H (-2.46549, -2.11279, 0.07942)
O (2.93404, -0.63566, -0.81474)
H (2.86744, 0.33088, -0.93922)
H (3.88262, -0.77084, -0.95688)
O (1.38839, -0.88929, 1.59598)
H (2.03914, -0.66031, 0.88939)
H (1.24696, -1.84754, 1.70067)

The following is a DFT calculation (ωB97M-V with the def2-TZVPD basis set) of a single C5H6O molecule.

As for the structure (SMILES): C#C[C@H](O)C=C. As for the spin multiplicity: 1. Its total energy is -7326.7606 eV.

CARTESIAN COORDINATES (ANGSTROEM)
C (2.35516, 0.69656, -0.03902)
C (1.38322, -0.01371, -0.00639)
C (0.21869, -0.92484, 0.02675)
O (-0.14230, -1.37073, -1.27352)
C (-1.01239, -0.31500, 0.66211)
C (-1.31270, 0.97675, 0.58378)
H (3.22606, 1.31626, -0.05820)
H (0.51518, -1.83150, 0.56610)
H (-0.59830, -0.62126, -1.68248)
H (-1.72770, -1.03431, 1.05729)
H (-0.60222, 1.69341, 0.17506)
H (-2.26970, 1.35917, 0.92573)

The following is a DFT calculation (ωB97M-V with the def2-TZVPD basis set) of a 2-piece molecular cluster, C6H17NO overall at a distorted geometry.

As for the spin multiplicity: 2. As for the net charge: +1. Its total energy is -10026.9369 eV. As for the expectation value of S²: 0.754.

CARTESIAN COORDINATES (ANGSTROEM)
C (-1.90964, -0.17086, 1.26006)
N (-1.02727, -0.97904, 0.46788)
C (-0.17290, -0.32703, -0.51183)
C (0.86304, -1.25901, -1.14773)
C (2.17290, -1.19383, -0.31740)
C (1.12154, -0.94937, -2.62442)
C (-1.20539, 0.80499, 2.21936)
H (-2.44355, -0.88614, 1.88784)
H (-2.75298, 0.23595, 0.68544)
H (-1.31228, -1.91760, 0.18074)
H (-0.82670, 0.12858, -1.27474)
H (0.36850, 0.42211, 0.07922)
H (0.55290, -2.30248, -1.09518)
H (2.89658, -1.90644, -0.70209)
H (2.50183, -0.14620, -0.32036)
H (1.94832, -1.38833, 0.74101)
H (2.02586, -1.48649, -2.92794)
H (1.34346, 0.10548, -2.78809)
H (0.31161, -1.34767, -3.22325)
H (-0.23823, 0.36015, 2.45799)
H (-1.74583, 0.84691, 3.16397)
H (-1.03672, 1.77305, 1.75220)
H (-0.71168, 4.09078, 1.41808)
H (0.04304, 3.83631, 0.05944)
O (-0.76641, 3.65619, 0.55981)

The following is a DFT calculation (ωB97M-V with the def2-TZVPD basis set) of C15H29F3O6Zn as an isolated structure at a distorted geometry.

As for the spin multiplicity: 2. As for the net charge: +1. Its total energy is -84872.4945 eV. As for the expectation value of S²: 0.754.

CARTESIAN COORDINATES (ANGSTROEM)
Zn (0.18918, -0.71377, -0.40329)
C (0.32079, -2.84941, 1.22813)
O (-0.12311, -1.53881, 1.57238)
O (0.80669, -2.69579, -0.09721)
C (1.30495, -3.51008, 2.26887)
F (2.12340, -4.55678, 2.04257)
F (2.14307, -2.51254, 2.77879)
F (0.52783, -3.90958, 3.26167)
C (-0.69514, -1.27999, 2.86639)
C (-1.50015, -0.00423, 2.87208)
H (-0.89584, 0.90255, 2.84604)
H (-2.14275, -0.03993, 1.99238)
H (-2.17298, 0.05491, 3.72759)
H (0.02415, -1.32459, 3.68416)
H (-1.45469, -2.00034, 3.17017)
H (-0.63220, -3.37513, 1.28754)
C (0.47970, 1.45887, -4.13940)
C (-0.16482, 0.17070, -3.60671)
O (0.34246, -0.27266, -2.37590)
H (1.55165, 1.26723, -4.18729)
H (0.40896, 2.27391, -3.41912)
H (0.11872, 1.80215, -5.10891)
H (-0.01552, -0.60112, -4.36177)
H (-1.23762, 0.24739, -3.78372)
C (-4.13651, -1.57440, -1.07977)
C (-3.13767, -0.59520, -0.53820)
O (-1.99024, -1.03899, -0.47919)
C (-3.62775, 0.84537, -0.17005)
H (-4.88671, -1.06779, -1.68693)
H (-4.57382, -2.08118, -0.21952)
H (-3.52141, -2.26596, -1.65553)
H (-4.26576, 1.30741, -0.92342)
H (-2.79758, 1.49412, 0.10929)
H (-4.33458, 0.69958, 0.64679)
C (-0.61363, 3.03808, -0.93819)
C (-0.07196, 2.37583, 0.28474)
O (-0.17030, 1.14335, 0.33739)
C (0.43301, 3.18057, 1.51684)
H (-1.26172, 3.87386, -0.67449)
H (-1.28962, 2.43850, -1.54783)
H (0.13029, 3.46870, -1.60844)
H (0.61884, 2.56065, 2.39392)
H (-0.21638, 4.02917, 1.73194)
H (1.39380, 3.54863, 1.15695)
C (4.27651, 1.03237, 0.00470)
C (3.33779, -0.14486, 0.11768)
O (2.13890, 0.02861, 0.41704)
C (3.84201, -1.51714, -0.25220)
H (3.90914, 1.79431, 0.69215)
H (4.25904, 1.36578, -1.03291)
H (5.29546, 0.74839, 0.26775)
H (4.55068, -1.59863, -1.07636)
H (3.05247, -2.20618, -0.55214)
H (4.35072, -1.87603, 0.64252)

Relative energy (zero: lowest compared OMol25 entry of this formula, charge and spin) values, unit kcal/mol, following the record order: 76.08, 6.56, 0.00, 14.78, 22.01, 58.20, 6.52, 14.48.